(1)
{
  "formula": "C14H46NO10P2",
  "method": "wB97M-V/def2-TZVPD",
  "elements": ["N", "P", "O", "O", "C", "C", "O", "P", "O", "H", "H", "H", "H", "H", "H", "H", "H", "H", "H", "C", "C", "O", "H", "H", "H", "H", "H", "H", "C", "C", "O", "H", "H", "H", "H", "H", "H", "C", "C", "O", "H", "H", "H", "H", "H", "H", "C", "C", "O", "H", "H", "H", "H", "H", "H", "C", "C", "O", "H", "H", "H", "H", "H", "H", "C", "C", "O", "H", "H", "H", "H", "H", "H"],
  "coordinates": [[3.423, -1.830, 0.966], [2.791, -0.466, 0.460], [3.947, 0.727, 0.239], [2.064, -0.714, -1.002], [1.474, 0.102, 1.673], [0.807, 1.521, 1.385], [-0.565, 1.341, 1.142], [-1.071, -0.329, 0.948], [0.521, -0.905, 1.475], [2.979, -2.066, 1.841], [4.524, 0.445, -0.467], [1.774, 0.130, -1.366], [1.774, 0.004, 2.721], [0.828, 2.069, 2.337], [1.258, 2.039, 0.531], [-2.460, 0.075, 0.805], [-1.430, -0.525, 2.349], [-1.313, -1.728, 0.615], [-0.731, -0.217, -0.461], [-3.353, 3.650, 0.485], [-2.722, 5.005, 0.736], [-2.114, 5.047, 2.023], [-4.103, 3.429, 1.247], [-3.829, 3.614, -0.499], [-2.600, 2.863, 0.541], [-3.473, 5.797, 0.705], [-1.962, 5.222, -0.024], [-1.450, 4.352, 2.047], [2.922, -0.332, -5.720], [2.213, -0.322, -4.378], [1.951, 1.014, -3.949], [3.861, 0.220, -5.658], [3.134, -1.353, -6.043], [2.311, 0.156, -6.484], [2.832, -0.790, -3.614], [1.267, -0.870, -4.433], [1.394, 1.429, -4.609], [3.496, -5.653, 0.767], [4.907, -5.891, 1.258], [5.778, -4.891, 0.735], [3.465, -5.666, -0.323], [2.804, -6.408, 1.147], [3.154, -4.668, 1.089], [5.280, -6.861, 0.927], [4.946, -5.864, 2.353], [5.444, -4.035, 1.031], [7.941, -1.622, -0.602], [7.484, -2.321, -1.869], [7.606, -3.732, -1.749], [8.979, -1.876, -0.380], [7.858, -0.537, -0.698], [7.341, -1.941, 0.253], [8.098, -2.014, -2.717], [6.441, -2.071, -2.091], [7.057, -4.005, -1.007], [-6.776, 2.544, 3.561], [-6.097, 1.204, 3.341], [-4.716, 1.275, 3.670], [-6.298, 3.315, 2.955], [-7.836, 2.496, 3.299], [-6.689, 2.855, 4.606], [-6.167, 0.909, 2.294], [-6.569, 0.424, 3.952], [-4.649, 1.523, 4.594], [-8.589, 1.833, -1.017], [-7.095, 2.096, -1.074], [-6.383, 1.085, -0.371], [-8.930, 1.801, 0.019], [-9.146, 2.609, -1.546], [-8.828, 0.865, -1.465], [-6.855, 3.052, -0.607], [-6.743, 2.123, -2.111], [-6.583, 0.245, -0.788]],
  "forces_ev_per_a": [[0.152, 1.133, -0.893], [0.187, -1.565, 1.220], [-1.839, -0.677, 0.073], [1.307, 0.814, 1.318], [-0.836, 0.066, -1.218], [-0.895, -0.937, 0.693], [0.382, -0.206, 0.236], [-1.525, -1.319, 0.150], [0.900, 0.864, -0.517], [-0.139, -0.155, 0.108], [0.523, -0.128, -0.400], [-0.325, 0.183, -0.306], [0.781, 0.388, -0.237], [0.775, 0.437, -0.391], [0.288, 0.146, 0.332], [0.356, 0.140, -0.757], [0.191, 0.296, 0.028], [-0.456, 0.153, 0.471], [0.336, 0.350, 0.024], [-0.068, -0.041, -0.033], [0.160, -0.365, 0.053], [-0.069, 0.375, 0.043], [-0.017, 0.036, -0.018], [0.024, -0.032, 0.005], [0.014, -0.062, -0.075], [0.084, 0.066, 0.124], [-0.106, 0.050, -0.109], [-0.026, -0.189, 0.020], [0.038, 0.032, -0.011], [-0.119, 0.149, -0.266], [0.282, -0.145, 0.313], [0.014, -0.054, 0.045], [-0.016, 0.021, -0.019], [-0.036, -0.089, -0.016], [-0.084, 0.082, 0.086], [0.083, -0.133, 0.030], [-0.146, 0.088, -0.048], [-0.175, -0.002, 0.052], [-0.181, 0.308, -0.077], [0.394, -0.020, 0.000], [0.024, -0.034, 0.015], [0.016, 0.009, 0.018], [-0.070, -0.022, -0.041], [0.150, 0.085, -0.034], [-0.023, -0.118, 0.008], [-0.191, 0.095, -0.094], [0.045, 0.031, 0.029], [-0.140, -0.214, 0.271], [0.210, 0.174, -0.241], [0.013, 0.029, -0.070], [-0.015, -0.010, 0.041], [-0.083, 0.079, -0.037], [-0.006, -0.096, -0.031], [0.026, 0.152, -0.033], [-0.168, -0.263, 0.157], [-0.062, 0.034, -0.050], [0.147, 0.092, 0.269], [-0.082, -0.080, -0.321], [-0.007, -0.050, -0.050], [0.006, 0.022, 0.033], [-0.077, -0.040, 0.012], [0.142, 0.000, 0.010], [-0.163, 0.007, -0.088], [0.091, 0.040, 0.144], [-0.073, 0.100, -0.007], [-0.082, -0.457, -0.048], [0.023, 0.386, 0.198], [0.035, 0.064, -0.001], [-0.027, -0.041, -0.006], [0.002, 0.048, -0.082], [0.115, -0.080, 0.063], [-0.074, 0.169, -0.027], [0.082, -0.169, -0.041]],
  "mulliken_charge": [-0.553, 0.689, -0.483, -0.501, -0.155, -0.460, -0.337, 0.339, -0.439, 0.174, 0.286, 0.273, 0.332, 0.258, 0.220, -0.255, -0.149, -0.044, -0.175, -0.119, -0.396, -0.544, -0.056, 0.218, -0.013, 0.327, 0.266, 0.311, -1.112, -0.053, -0.539, 0.295, 0.326, 0.330, 0.222, 0.261, 0.281, -0.851, -0.263, -0.486, 0.234, 0.360, 0.187, 0.276, 0.244, 0.258, -0.944, -0.166, -0.515, 0.287, 0.296, 0.263, 0.295, 0.196, 0.312, -0.978, -0.120, -0.488, 0.188, 0.289, 0.395, 0.112, 0.323, 0.267, -1.086, -0.156, -0.430, 0.244, 0.338, 0.331, 0.252, 0.277, 0.235],
  "lumo_energy_ev": 2.52,
  "energy_ha": -2050.81781,
  "gap_ev": 6.559,
  "total_charge": -1,
  "homo_energy_ev": -4.035
}

(2)
{
  "formula": "C28H23BrF8MnN9O6SSe",
  "method": "wB97M-V/def2-TZVPD",
  "elements": ["Mn", "N", "C", "N", "C", "N", "N", "C", "N", "C", "C", "C", "C", "C", "N", "H", "H", "H", "H", "H", "H", "H", "H", "F", "C", "C", "F", "C", "F", "C", "Se", "C", "F", "C", "F", "F", "C", "F", "F", "S", "O", "O", "O", "Br", "C", "C", "C", "C", "N", "C", "H", "H", "H", "H", "C", "C", "C", "C", "C", "C", "O", "N", "C", "O", "N", "C", "O", "H", "H", "H", "H", "H", "H", "H", "H", "H", "H", "H"],
  "coordinates": [[-0.089, -0.159, -0.154], [2.390, -1.795, 1.450], [2.772, -0.661, 0.846], [4.061, -0.379, 0.766], [4.363, 0.808, 0.241], [5.640, 1.098, 0.025], [3.456, 1.780, -0.052], [2.223, 1.388, 0.018], [1.804, 0.142, 0.335], [1.122, 2.370, -0.138], [1.326, 3.726, -0.256], [0.212, 4.558, -0.234], [-1.049, 4.005, -0.097], [-1.177, 2.626, -0.019], [-0.107, 1.834, -0.041], [3.104, -2.289, 1.962], [1.444, -1.850, 1.795], [6.350, 0.424, 0.253], [5.890, 1.999, -0.343], [2.334, 4.106, -0.336], [0.333, 5.630, -0.310], [-1.934, 4.624, -0.053], [-2.138, 2.133, 0.065], [-0.499, -0.454, 7.737], [0.112, 0.168, 6.746], [1.086, -0.500, 6.014], [1.391, -1.759, 6.315], [1.698, 0.142, 4.962], [2.615, -0.533, 4.266], [1.381, 1.460, 4.615], [2.216, 2.328, 3.207], [0.401, 2.107, 5.380], [0.047, 3.350, 5.101], [-0.233, 1.474, 6.429], [-1.175, 2.094, 7.128], [-1.124, -1.583, 4.277], [-2.163, -1.381, 3.466], [-2.353, -2.488, 2.744], [-3.243, -1.142, 4.189], [-1.834, 0.061, 2.369], [-1.576, 1.157, 3.244], [-2.924, 0.124, 1.445], [-0.569, -0.420, 1.688], [-2.902, -5.076, 0.116], [-1.317, -4.200, -0.369], [-0.283, -4.877, -0.994], [0.851, -4.166, -1.357], [0.920, -2.819, -1.067], [-0.078, -2.177, -0.447], [-1.189, -2.846, -0.118], [-0.369, -5.935, -1.203], [1.674, -4.652, -1.860], [1.781, -2.223, -1.341], [-1.990, -2.278, 0.334], [-1.754, 2.600, -3.657], [-2.592, 1.333, -3.771], [-1.765, 0.028, -3.677], [-2.672, -1.199, -3.894], [-1.919, -2.522, -3.856], [-0.698, 0.058, -4.766], [-0.989, 0.062, -5.933], [0.632, 0.067, -4.369], [1.125, 0.035, -3.075], [2.306, 0.009, -2.828], [0.158, 0.025, -2.087], [-1.150, -0.041, -2.318], [-1.816, -0.167, -1.255], [-2.394, 3.481, -3.667], [-1.059, 2.693, -4.494], [-1.172, 2.627, -2.731], [-3.106, 1.308, -4.732], [-3.350, 1.293, -2.987], [-3.155, -1.067, -4.862], [-3.448, -1.173, -3.127], [-1.177, -2.582, -4.655], [-2.606, -3.356, -3.986], [-1.406, -2.667, -2.901], [1.322, 0.076, -5.109]],
  "forces_ev_per_a": [[0.070, -0.029, 0.035], [-0.012, 0.002, -0.038], [-0.005, -0.029, 0.053], [0.008, 0.014, 0.008], [0.019, -0.022, -0.038], [-0.006, 0.001, 0.009], [-0.011, 0.029, -0.006], [-0.007, -0.030, -0.011], [0.000, 0.037, 0.022], [0.025, -0.050, 0.006], [-0.021, 0.035, -0.010], [0.013, -0.016, -0.003], [-0.011, 0.005, 0.013], [-0.005, -0.016, 0.012], [-0.004, 0.097, -0.013], [0.010, 0.007, -0.002], [-0.005, 0.001, 0.003], [-0.001, -0.002, 0.002], [0.001, 0.002, 0.002], [0.002, -0.004, 0.002], [0.001, 0.000, 0.006], [-0.002, -0.003, -0.003], [0.002, 0.009, 0.010], [0.009, 0.008, 0.002], [-0.027, 0.002, -0.004], [0.001, -0.047, -0.028], [-0.006, 0.011, 0.004], [0.021, 0.015, 0.003], [-0.019, -0.022, 0.003], [-0.036, 0.112, 0.060], [0.010, -0.010, -0.012], [0.008, -0.069, -0.011], [-0.004, 0.014, -0.016], [-0.003, 0.005, -0.006], [0.008, -0.010, 0.009], [0.026, -0.012, 0.011], [-0.002, 0.025, -0.025], [-0.004, 0.012, -0.010], [-0.002, -0.001, 0.014], [-0.109, -0.037, 0.220], [0.037, 0.098, 0.021], [-0.050, 0.022, -0.059], [0.118, -0.157, -0.150], [-0.012, -0.005, 0.006], [0.013, 0.011, -0.009], [-0.001, -0.004, -0.007], [-0.015, -0.015, 0.012], [0.039, 0.051, -0.001], [-0.030, -0.057, -0.028], [0.015, 0.029, 0.004], [-0.001, 0.000, 0.002], [0.006, 0.008, 0.001], [0.009, -0.008, 0.002], [-0.004, -0.013, 0.014], [0.021, -0.005, 0.000], [0.000, -0.015, 0.003], [-0.018, 0.052, -0.036], [0.006, 0.022, -0.009], [-0.007, -0.008, -0.005], [-0.080, -0.122, -0.027], [0.027, 0.056, 0.016], [0.060, 0.024, 0.042], [-0.035, 0.034, -0.014], [0.013, -0.005, -0.010], [0.031, -0.020, -0.049], [-0.022, -0.065, 0.038], [-0.046, 0.065, -0.035], [-0.003, 0.002, 0.001], [0.004, 0.003, -0.002], [-0.018, -0.004, -0.029], [-0.001, 0.000, -0.001], [-0.001, -0.002, 0.005], [0.001, -0.007, 0.001], [0.002, -0.003, 0.002], [-0.003, -0.001, 0.000], [0.002, -0.001, 0.002], [0.007, 0.002, 0.017], [0.005, 0.000, 0.007]],
  "lowdin_spin": [1.972, 0.005, 0.003, -0.002, 0.002, 0.004, 0.003, 0.014, -0.005, 0.015, 0.003, 0.006, -0.001, 0.003, -0.017, 0.000, 0.000, 0.000, 0.000, 0.000, 0.000, 0.000, 0.000, 0.025, 0.072, -0.008, -0.007, 0.053, 0.013, 0.070, 0.681, 0.059, 0.016, -0.011, -0.008, 0.000, 0.000, 0.000, 0.000, 0.006, 0.004, 0.002, 0.042, 0.000, -0.001, 0.002, -0.001, 0.001, -0.018, 0.001, 0.000, 0.000, 0.000, 0.000, 0.000, 0.000, 0.000, 0.000, 0.000, 0.000, 0.000, 0.001, 0.001, 0.004, -0.008, 0.007, -0.005, 0.000, 0.000, 0.000, 0.000, 0.000, 0.000, 0.000, 0.000, 0.000, 0.000, 0.000],
  "lumo_energy_ev": [-3.54, -4.70],
  "energy_ha": -9348.60853,
  "s_squared": 3.784,
  "gap_ev": [7.666, 6.590],
  "total_charge": 1,
  "homo_energy_ev": [-11.208, -11.292],
  "multiplicity": 4
}

(3)
{
  "formula": "C2H4N2OS2",
  "method": "wB97M-V/def2-TZVPD",
  "elements": ["C", "C", "H", "H", "H", "H", "N", "N", "O", "S", "S"],
  "coordinates": [[0.332, 0.944, -0.395], [0.394, -1.865, 1.421], [-1.146, 1.526, -1.817], [-0.629, 2.687, -0.773], [-0.850, -0.646, -0.860], [0.962, -2.546, 1.992], [-0.662, 1.714, -0.946], [0.176, -0.382, -0.862], [1.224, 1.341, 0.314], [1.127, -1.547, -0.139], [-0.929, -1.227, 2.065]],
  "forces_ev_per_a": [[-0.105, 0.380, -0.766], [-0.292, 1.109, -0.976], [0.429, -0.611, 0.400], [0.293, 0.775, 0.464], [1.587, 0.314, -0.165], [0.870, -0.980, 0.392], [-0.467, 0.315, -0.244], [-1.691, -0.690, 0.670], [-0.460, -0.224, -0.154], [0.213, -0.637, 0.519], [-0.378, 0.250, -0.139]],
  "mulliken_charge": [0.574, -0.162, 0.224, 0.234, 0.333, 0.321, -0.404, -0.376, -0.536, 0.045, -0.253],
  "lumo_energy_ev": -0.18,
  "energy_ha": -1059.73685,
  "smiles": "NC(=O)NSC=S",
  "gap_ev": 8.779,
  "homo_energy_ev": -8.963
}